1.
A molecular structure, C37H61O20V at a distorted geometry, computed with ωB97M-V/def2-TZVPD.

Results
E_tot, eV: -105985.586
Gap between HOMO and LUMO (alpha / beta), eV: 5.0 / 5.7
M, u: 876.8

Geometry as ORCA input:
```
! wB97M-V def2-TZVPD RIJCOSX def2/J DEFGRID3
* xyz 1 2
O 1.284 3.354 2.411
V 0.332 2.177 2.950
C 0.072 0.161 0.094
O -0.121 1.161 1.082
H -0.389 -0.794 0.347
H -0.370 0.489 -0.847
H 1.128 -0.035 -0.090
O 4.110 -3.278 -0.680
C 4.580 -2.889 -1.767
O 4.007 -2.025 -2.568
C 2.809 -1.438 -2.217
C 2.653 -0.321 -3.323
C 5.830 -3.495 -2.401
H 2.976 -0.983 -1.241
H 2.101 -2.258 -2.104
H 1.718 0.235 -3.255
H 2.796 -0.886 -4.245
H 3.481 0.388 -3.295
H 6.352 -2.683 -2.907
H 5.573 -4.332 -3.051
H 6.484 -3.863 -1.611
O -5.606 -3.645 4.309
C -4.743 -4.325 3.741
O -3.904 -4.021 2.700
C -3.931 -2.778 2.098
C -2.729 -2.502 1.083
C -4.424 -5.731 4.222
H -3.922 -2.025 2.886
H -4.933 -2.694 1.676
H -2.742 -3.238 0.279
H -1.724 -2.466 1.504
H -2.896 -1.628 0.453
H -4.564 -6.417 3.387
H -5.106 -6.065 5.004
H -3.399 -5.767 4.589
O -5.180 1.143 -4.877
C -4.114 1.381 -4.303
O -3.006 0.691 -4.577
C -1.939 0.906 -3.642
C -2.554 1.926 -2.618
C -3.899 2.294 -3.092
H -1.063 1.341 -4.123
H -1.667 -0.016 -3.129
H -1.980 2.851 -2.568
H -2.575 1.454 -1.636
H -4.018 3.328 -3.418
H -4.680 2.065 -2.367
O -1.137 -3.266 -2.607
C -0.170 -3.891 -2.185
O 0.569 -4.572 -2.999
C 1.674 -5.213 -2.388
C 1.301 -5.193 -0.881
C 0.286 -3.983 -0.736
H 2.552 -4.589 -2.556
H 1.882 -6.189 -2.827
H 2.231 -5.132 -0.317
H 0.839 -6.162 -0.692
H 0.645 -3.018 -0.379
H -0.536 -4.326 -0.107
O -5.517 1.537 4.798
C -5.087 1.617 3.649
O -4.643 0.541 2.905
C -4.095 0.923 1.703
C -4.704 2.311 1.522
C -4.736 2.896 2.895
H -4.375 0.370 0.807
H -3.007 0.964 1.740
H -5.698 2.147 1.105
H -4.148 2.911 0.802
H -5.570 3.581 3.045
H -3.795 3.356 3.195
O 4.078 3.029 2.163
C 4.625 2.244 1.384
O 5.931 2.362 0.979
C 6.185 1.274 0.172
C 4.952 0.664 -0.335
C 3.954 1.143 0.650
H 6.753 0.472 0.643
H 6.743 1.629 -0.695
H 4.840 -0.419 -0.292
H 4.719 1.002 -1.345
H 3.734 0.424 1.439
H 2.935 1.249 0.277
O 4.100 2.859 -3.547
C 3.122 3.285 -2.994
O 3.014 3.246 -1.677
C 1.744 3.645 -1.196
C 0.883 3.475 -2.446
C 1.839 3.785 -3.583
H 1.831 4.641 -0.762
H 1.421 2.975 -0.399
H 0.006 4.121 -2.452
H 0.524 2.446 -2.455
H 1.886 4.857 -3.775
H 1.593 3.358 -4.555
O 2.551 -4.040 5.584
C 2.245 -3.325 4.642
O 0.969 -3.073 4.327
C 0.821 -2.258 3.188
C 2.186 -2.344 2.493
C 3.152 -2.653 3.618
H 0.584 -1.206 3.350
H 0.005 -2.659 2.585
H 2.504 -1.451 1.955
H 2.153 -3.118 1.727
H 3.661 -1.801 4.067
H 3.929 -3.375 3.365
O -1.419 3.700 2.566
C -1.830 4.452 1.669
O -3.021 5.116 1.745
C -3.380 5.772 0.540
C -2.356 5.296 -0.497
C -1.183 4.744 0.336
H -3.347 6.852 0.687
H -4.397 5.491 0.264
H -2.126 6.067 -1.233
H -2.722 4.437 -1.059
H -0.397 5.454 0.595
H -0.861 3.784 -0.067
*
```


2.
13 unconnected molecules or ions with the total composition C37H62BrCl36FN3O4S at a distorted geometry, computed with ωB97M-V/def2-TZVPD.

Results
E_tot, eV: -586428.623
Gap between HOMO and LUMO, eV: 8.8
Relative energy (zero: lowest compared OMol25 entry of this formula, charge and spin), kcal per mole: 0.00
M, u: 2020.2

Geometry as ORCA input:
```
! wB97M-V def2-TZVPD RIJCOSX def2/J DEFGRID3
* xyz 1 1
C -1.373 5.348 1.488
O -1.688 4.975 2.823
C -2.964 4.399 3.028
C -4.132 4.963 2.192
C -5.484 4.480 2.795
C -6.168 3.319 2.066
C -6.515 3.591 0.578
C -6.486 2.310 -0.278
C -5.536 2.362 -1.486
C -5.348 0.971 -2.101
C -4.221 0.896 -3.162
C -3.130 -0.146 -2.788
C -1.702 0.381 -3.029
C -0.571 -0.373 -2.284
C -0.916 -0.777 -0.850
C 0.240 -1.295 0.098
C 1.719 -1.034 -0.250
C 2.643 -2.254 0.055
C 3.081 -2.415 1.504
F 2.034 -2.907 2.309
N -0.267 -0.992 1.475
C 0.544 -0.120 2.360
C -1.502 -0.328 1.231
N -2.486 -0.320 2.108
Br -4.012 0.648 1.667
C -2.424 -1.048 3.389
C -3.668 -1.934 3.603
C -3.997 -2.253 5.075
C -4.220 -1.067 6.032
S -5.393 0.154 5.475
O -6.082 0.721 6.622
O -6.210 -0.387 4.397
O -4.364 1.234 4.891
N -1.606 0.256 -0.032
C -1.183 1.674 -0.134
H -1.772 4.632 0.737
H -1.745 6.366 1.271
H -0.276 5.357 1.399
H -2.924 3.297 2.879
H -3.187 4.563 4.094
H -4.049 4.609 1.153
H -4.124 6.064 2.205
H -6.180 5.334 2.895
H -5.277 4.136 3.825
H -5.524 2.423 2.132
H -7.097 3.095 2.613
H -7.551 3.977 0.561
H -5.891 4.396 0.164
H -6.190 1.464 0.370
H -7.510 2.084 -0.625
H -5.972 3.041 -2.240
H -4.567 2.816 -1.201
H -6.304 0.713 -2.588
H -5.156 0.243 -1.301
H -4.624 0.681 -4.164
H -3.744 1.891 -3.242
H -3.304 -0.399 -1.735
H -3.309 -1.049 -3.390
H -1.608 1.459 -2.822
H -1.501 0.268 -4.110
H -0.301 -1.294 -2.830
H 0.323 0.275 -2.261
H -1.620 -1.629 -0.870
H 0.147 -2.393 -0.002
H 2.148 -0.157 0.260
H 1.809 -0.848 -1.331
H 3.566 -2.135 -0.534
H 2.103 -3.143 -0.312
H 3.409 -1.451 1.929
H 3.929 -3.111 1.586
H 0.465 0.952 2.129
H 1.598 -0.407 2.317
H 0.218 -0.267 3.403
H -2.245 -0.345 4.218
H -1.539 -1.698 3.321
H -3.464 -2.907 3.125
H -4.562 -1.515 3.125
H -4.904 -2.878 5.077
H -3.186 -2.861 5.507
H -3.275 -0.536 6.230
H -4.640 -1.406 6.992
H -4.870 1.989 4.543
H -0.140 1.775 -0.468
H -1.275 2.159 0.856
H -1.868 2.214 -0.804
C 0.444 -5.444 3.614
Cl -0.735 -5.450 2.290
Cl -0.213 -4.589 5.014
Cl 0.938 -7.070 4.056
H 1.315 -4.900 3.278
C 2.926 -3.971 -3.836
Cl 1.732 -4.381 -2.593
Cl 2.245 -2.813 -4.981
Cl 4.411 -3.348 -3.123
H 3.170 -4.878 -4.375
C -3.035 6.577 -2.771
Cl -2.598 7.874 -1.660
Cl -2.079 5.123 -2.448
Cl -4.759 6.227 -2.678
H -2.805 6.903 -3.777
C 7.102 -0.609 -5.702
Cl 8.496 -1.687 -5.625
Cl 7.142 0.392 -7.148
Cl 5.602 -1.535 -5.595
H 7.147 0.046 -4.839
C 12.202 0.527 -4.233
Cl 13.796 0.378 -3.494
Cl 11.025 1.137 -3.069
Cl 12.262 1.551 -5.667
H 11.881 -0.458 -4.539
C 6.778 4.736 -7.177
Cl 5.968 6.268 -6.852
Cl 6.823 3.727 -5.731
Cl 6.000 3.881 -8.510
H 7.799 4.950 -7.466
C 10.154 -5.245 -4.228
Cl 10.936 -3.823 -4.922
Cl 11.307 -6.245 -3.356
Cl 8.803 -4.771 -3.193
H 9.745 -5.825 -5.045
C 9.208 -0.545 0.179
Cl 7.955 -0.922 1.365
Cl 9.185 -1.743 -1.116
Cl 8.995 1.099 -0.432
H 10.167 -0.592 0.680
C 1.200 -8.118 0.225
Cl 2.031 -7.171 -1.019
Cl -0.019 -9.163 -0.501
Cl 2.338 -9.049 1.193
H 0.693 -7.424 0.883
C -8.140 -2.221 3.176
Cl -7.066 -3.257 2.220
Cl -9.248 -1.342 2.123
Cl -9.017 -3.172 4.370
H -7.528 -1.499 3.702
C -6.393 8.925 1.868
Cl -7.356 7.440 1.898
Cl -5.049 8.791 0.721
Cl -7.398 10.309 1.452
H -5.994 9.084 2.862
C 12.517 -8.824 0.134
Cl 11.118 -7.892 -0.408
Cl 12.442 -10.477 -0.472
Cl 14.016 -8.037 -0.363
H 12.499 -8.860 1.216
*
```


3.
3 unconnected molecules or ions with the total composition C37H62F3IO10, computed with ωB97M-V/def2-TZVPD.

Results
E_tot, eV: -76099.278
Gap between HOMO and LUMO, eV: 8.2
Relative energy (zero: lowest compared OMol25 entry of this formula, charge and spin), kcal per mole: 0.00
M, u: 850.8
SMILES: C=CC(=O)OCCCCCCC1=C([C@@H](C)CC)C(=O)C([C@@H](I)CC)=C(CCC(F)(F)F)C1=O.COCCOCCOC.COCCOCCOC

Geometry as ORCA input:
```
! wB97M-V def2-TZVPD RIJCOSX def2/J DEFGRID3
* xyz 0 1
C -8.482 -1.252 1.760
C -7.930 -0.851 0.629
C -7.789 0.593 0.323
O -8.499 1.444 0.773
O -6.788 0.842 -0.536
C -6.717 2.209 -1.004
C -5.887 2.258 -2.269
C -4.384 1.965 -2.091
C -3.486 3.144 -2.509
C -2.130 2.750 -3.128
C -1.001 3.716 -2.758
C -0.204 3.498 -1.491
C 0.676 4.396 -1.030
C 0.961 5.758 -1.632
C 1.496 5.656 -3.075
C -0.208 6.772 -1.512
C -1.249 6.466 -0.434
C 1.421 4.091 0.235
O 1.859 4.982 0.927
C 1.646 2.654 0.615
C 2.793 2.407 1.557
I 1.991 1.745 3.460
C 3.903 1.530 0.955
C 4.711 0.651 1.911
C 0.787 1.759 0.123
C 0.761 0.286 0.422
C 0.554 -0.633 -0.797
C 1.321 -0.271 -2.049
F 2.526 0.273 -1.784
F 0.674 0.626 -2.821
F 1.545 -1.346 -2.814
C -0.381 2.269 -0.668
O -1.439 1.691 -0.572
H -8.800 -0.542 2.514
H -8.628 -2.309 1.957
H -7.570 -1.571 -0.097
H -7.733 2.568 -1.167
H -6.260 2.821 -0.218
H -6.034 3.251 -2.703
H -6.317 1.542 -2.979
H -4.182 1.721 -1.043
H -4.118 1.069 -2.660
H -4.030 3.749 -3.241
H -3.290 3.764 -1.627
H -1.895 1.723 -2.853
H -2.229 2.758 -4.218
H -0.265 3.721 -3.571
H -1.420 4.729 -2.735
H 1.773 6.176 -1.035
H 2.106 4.760 -3.212
H 0.690 5.654 -3.813
H 2.126 6.523 -3.294
H -0.687 6.915 -2.488
H 0.232 7.741 -1.255
H -1.909 7.329 -0.297
H -1.880 5.608 -0.676
H -0.760 6.285 0.528
H 3.198 3.381 1.818
H 4.590 2.202 0.430
H 3.464 0.886 0.192
H 4.124 -0.215 2.230
H 5.051 1.192 2.795
H 5.590 0.263 1.389
H 1.650 -0.026 0.970
H -0.087 0.116 1.095
H 0.896 -1.639 -0.539
H -0.501 -0.713 -1.063
C -5.314 -7.213 3.994
O -5.303 -5.808 4.088
C -5.318 -5.342 5.425
C -4.702 -3.965 5.533
O -3.287 -3.952 5.471
C -2.677 -4.119 4.203
C -2.717 -2.886 3.329
O -4.002 -2.692 2.776
C -4.307 -1.342 2.504
H -6.251 -7.637 4.372
H -5.212 -7.469 2.941
H -4.478 -7.655 4.549
H -4.767 -6.032 6.075
H -6.356 -5.287 5.781
H -4.939 -3.586 6.530
H -5.144 -3.289 4.798
H -3.084 -4.981 3.669
H -1.626 -4.321 4.425
H -1.986 -3.015 2.518
H -2.420 -2.017 3.928
H -4.205 -0.723 3.403
H -5.343 -1.305 2.173
H -3.674 -0.926 1.711
C 10.114 -5.068 -1.308
O 9.141 -4.077 -1.072
C 9.664 -2.763 -1.125
C 8.592 -1.761 -1.486
O 8.240 -1.751 -2.858
C 7.416 -2.800 -3.340
C 5.957 -2.658 -2.975
O 5.732 -2.993 -1.617
C 4.633 -2.315 -1.058
H 10.869 -5.091 -0.512
H 9.601 -6.028 -1.334
H 10.619 -4.909 -2.268
H 10.473 -2.703 -1.863
H 10.075 -2.494 -0.141
H 9.006 -0.768 -1.299
H 7.716 -1.892 -0.846
H 7.794 -3.779 -3.039
H 7.483 -2.728 -4.428
H 5.369 -3.329 -3.617
H 5.636 -1.628 -3.173
H 4.753 -1.228 -1.150
H 4.593 -2.575 -0.001
H 3.690 -2.608 -1.534
*
```


4.
A molecular structure, C37H62FN5O8S at a distorted geometry, computed with ωB97M-V/def2-TZVPD.

Results
E_tot, eV: -76753.152
Gap between HOMO and LUMO, eV: 8.1
M, u: 756.0

Geometry as ORCA input:
```
! wB97M-V def2-TZVPD RIJCOSX def2/J DEFGRID3
* xyz 0 1
C 0.455 -4.450 -0.265
C 1.912 -4.440 0.304
O 2.427 -3.131 0.504
C 1.816 -2.469 1.613
C 0.968 -1.240 1.190
O 1.685 -0.034 1.415
C 1.744 0.817 0.284
C 0.789 2.017 0.403
O -0.518 1.657 -0.005
C -1.516 2.304 0.756
C -2.896 1.690 0.601
C -3.341 0.960 -0.442
F -2.477 0.743 -1.457
C -4.692 0.410 -0.584
C -4.951 -0.365 -1.878
C -5.763 -1.653 -1.766
C -6.897 -1.758 -2.584
C -7.741 -2.856 -2.577
C -7.446 -3.920 -1.726
C -6.305 -3.851 -0.942
C -5.461 -2.740 -0.940
C -4.227 -2.744 -0.046
C -5.581 0.662 0.416
C -7.024 0.194 0.365
C -7.158 -1.029 1.318
O -6.174 -1.447 1.894
N -8.439 -1.633 1.537
C -9.229 -0.823 2.494
C -8.233 -2.959 2.145
C -5.162 1.405 1.568
N -5.934 1.698 2.622
S -4.987 2.578 3.601
N -3.567 2.621 2.784
C -3.829 1.922 1.676
H -0.122 -5.231 0.256
H 0.490 -4.757 -1.322
H -0.039 -3.482 -0.136
H 1.903 -4.971 1.275
H 2.601 -4.987 -0.355
H 1.177 -3.161 2.195
H 2.627 -2.167 2.300
H 0.653 -1.393 0.147
H 0.059 -1.265 1.820
H 2.759 1.264 0.286
H 1.645 0.302 -0.685
H 0.857 2.358 1.452
H 1.198 2.844 -0.215
H -1.586 3.355 0.389
H -1.257 2.372 1.826
H -3.977 -0.651 -2.312
H -5.410 0.294 -2.634
H -7.147 -0.912 -3.234
H -8.607 -2.820 -3.241
H -8.123 -4.775 -1.708
H -6.102 -4.727 -0.318
H -3.734 -1.772 0.058
H -3.509 -3.510 -0.378
H -4.558 -3.031 0.966
H -7.379 -0.046 -0.641
H -7.705 0.954 0.790
H -9.079 -1.151 3.540
H -10.307 -0.898 2.292
H -8.876 0.220 2.450
H -7.865 -2.883 3.186
H -7.522 -3.572 1.581
H -9.182 -3.518 2.202
C 0.977 5.560 -2.723
O 1.519 4.251 -2.731
C 0.853 3.380 -3.645
C 1.806 2.955 -4.745
N 2.109 4.072 -5.633
C 3.184 3.796 -6.583
C 4.588 3.594 -6.015
O 5.141 4.759 -5.428
C 4.846 4.934 -4.053
H 1.492 6.130 -1.950
H 1.136 6.059 -3.685
H -0.091 5.540 -2.489
H -0.053 3.831 -4.058
H 0.551 2.493 -3.078
H 1.351 2.147 -5.324
H 2.716 2.567 -4.266
H 2.374 4.872 -5.071
H 3.223 4.646 -7.269
H 2.912 2.921 -7.182
H 5.243 3.348 -6.856
H 4.646 2.742 -5.328
H 4.751 3.981 -3.527
H 3.936 5.526 -3.920
H 5.667 5.495 -3.605
C 8.504 1.275 2.673
O 8.619 -0.096 2.337
C 9.227 -0.878 3.361
C 8.235 -1.886 3.909
N 7.191 -1.223 4.682
C 6.086 -2.101 5.058
C 5.204 -2.639 3.933
O 4.443 -1.639 3.276
C 5.093 -1.020 2.177
H 8.101 1.798 1.807
H 7.819 1.419 3.515
H 9.482 1.702 2.914
H 9.639 -0.255 4.161
H 10.059 -1.418 2.900
H 8.763 -2.597 4.552
H 7.814 -2.436 3.057
H 6.820 -0.455 4.136
H 5.448 -1.530 5.737
H 6.484 -2.944 5.634
H 4.472 -3.312 4.392
H 5.762 -3.246 3.211
H 5.766 -1.705 1.656
H 5.638 -0.129 2.498
H 4.321 -0.695 1.477
*
```